181
Properties=species:S:1:pos:R:3 method="wB97M-V/def2-TZVPD" charge=0 largest_force_ha_per_bohr=0.05497 orbital_gap_ev=8.89 spin_multiplicity=1
C -13.405 18.592 10.830
H -5.853 23.479 6.859
C -13.890 22.306 9.520
O -14.567 23.871 7.833
H -6.913 22.699 3.123
C -10.653 24.325 11.451
H -6.581 23.741 11.126
O -4.393 19.476 9.737
H -12.629 19.340 10.984
H -3.016 19.732 7.535
H -10.789 23.521 0.695
C -10.005 21.787 -0.211
O -12.722 25.993 7.267
C -8.720 23.866 6.462
C -11.053 20.402 6.351
H -9.180 20.091 7.328
C -9.027 18.509 11.363
H -11.325 23.902 3.548
C -10.115 20.610 7.507
N -8.865 23.909 -0.055
H -5.725 20.745 5.635
H -13.704 23.917 4.737
H -10.123 18.563 11.548
H -10.655 14.832 9.232
H -9.180 22.250 8.528
H -5.543 18.342 8.335
H -10.841 26.529 8.070
N -3.773 19.702 6.866
C -10.568 24.413 12.980
H -13.036 15.355 7.436
H -7.928 23.861 5.707
H -3.996 27.064 9.997
O -11.192 18.915 1.245
H -7.181 27.638 2.855
C -11.605 25.756 8.129
N -4.750 27.438 9.446
O -9.102 22.500 6.486
H -13.258 22.931 10.138
C -9.383 22.669 2.071
H -5.325 26.171 3.184
H -10.225 22.229 2.636
C -7.048 27.283 8.623
H -13.659 17.515 4.824
H -10.690 22.793 7.750
H -10.428 22.031 -1.179
H -15.377 17.447 5.384
C -11.964 15.329 7.516
H -14.419 20.548 7.491
H -7.960 21.693 4.111
H -6.852 27.654 7.619
H -15.868 18.531 1.648
C -8.403 18.547 12.662
H -9.113 17.512 9.496
C -14.006 22.613 8.021
H -11.285 20.965 9.016
H -9.526 24.567 6.153
H -7.923 26.659 8.498
H -9.225 27.066 3.547
H -10.597 14.381 6.535
H -9.388 16.918 0.725
H -9.252 18.060 3.907
C -6.316 25.727 3.324
H -6.476 25.130 2.396
H -4.679 21.237 7.938
H -8.090 23.448 -0.518
O -12.976 23.309 4.711
H -8.249 24.165 7.432
H -11.481 19.398 6.477
H -11.193 19.325 8.603
H -13.360 21.851 1.915
C -9.824 22.109 7.644
C -7.312 26.871 3.594
H -10.371 16.976 3.099
H -7.338 28.134 9.248
H -7.994 21.303 11.402
H -14.867 22.378 10.024
H -7.834 28.247 5.160
H -6.211 27.669 5.299
N -13.631 21.016 1.462
C -8.706 17.312 10.491
H -8.033 17.950 1.188
H -10.607 21.026 0.278
H -11.657 24.682 11.193
O -10.656 22.985 11.026
N -10.686 20.204 8.762
H -8.585 24.637 0.575
H -11.179 24.757 8.047
H -9.505 19.694 1.877
C -9.921 18.700 1.828
C -4.594 18.561 10.784
H -15.752 19.870 0.407
H -12.981 22.722 7.661
H -9.130 18.512 -0.083
H -14.335 17.894 9.215
C -4.997 24.139 6.686
C -5.902 26.561 9.345
H -13.343 25.259 7.489
H -14.569 21.666 6.139
H -11.685 16.983 6.073
H -9.084 23.579 2.610
C -5.558 25.225 8.655
H -9.044 21.355 -0.467
H -12.810 20.429 1.300
H -9.745 22.664 11.166
H -9.663 26.207 10.983
C -7.465 21.758 3.156
O -11.570 14.406 6.548
H -12.096 13.872 9.016
H -10.998 23.483 5.208
H -14.438 18.724 0.613
H -10.503 20.370 5.409
C -11.707 14.877 8.963
H -4.548 17.494 10.490
H -3.785 18.764 11.520
H -6.382 19.774 9.070
H -5.885 22.161 11.333
H -6.737 22.521 9.814
H -14.311 18.950 11.340
O -8.337 21.682 2.044
C -9.057 17.943 0.851
O -8.606 19.658 10.629
H -6.226 26.384 10.366
H -10.497 25.424 13.313
H -8.591 19.486 13.171
C -11.734 23.984 4.593
H -7.632 26.582 5.708
H -12.161 15.562 9.683
H -6.763 20.943 3.060
H -13.184 18.960 3.198
H -8.579 24.840 10.924
H -5.570 18.764 11.239
H -11.422 23.928 13.430
C -7.221 27.339 5.043
H -15.335 23.993 8.366
C -10.116 18.031 3.210
H -4.065 23.677 7.039
H -11.559 18.039 1.037
C -14.538 18.078 5.120
C -6.745 22.685 10.888
H -13.726 20.421 4.077
C -11.437 16.772 7.116
H -4.896 24.332 5.629
H -10.371 16.919 7.300
C -9.806 23.024 0.629
C -4.938 20.224 7.543
H -12.016 17.495 7.738
H -11.790 25.029 4.902
C -14.743 21.543 7.205
H -13.053 17.665 11.261
H -9.059 16.379 10.968
O -8.632 26.346 3.291
H -13.586 21.272 9.624
C -14.092 19.613 3.393
O -5.366 25.385 7.277
H -6.324 24.472 8.852
H -6.955 20.751 6.923
H -11.870 21.128 6.264
H -10.970 18.467 3.730
H -11.952 25.757 9.158
H -15.819 21.548 7.354
H -9.679 23.922 13.343
H -14.294 18.800 5.910
C -9.616 25.139 10.706
C -6.035 20.233 6.557
C -15.221 19.266 1.141
H -4.417 27.730 8.542
O -15.081 18.853 4.021
H -6.232 25.004 4.140
H -9.236 19.962 9.970
H -6.294 19.218 6.258
O -7.954 22.269 11.511
H -3.555 20.228 6.055
H -7.329 18.430 12.624
H -15.470 20.891 2.465
H -8.759 17.720 13.268
C -14.642 20.249 2.140
C -5.406 19.370 8.732
H -4.612 24.860 9.106
H -9.728 25.044 9.618
H -7.618 17.204 10.427
O -13.609 18.481 9.459